Record 1
The following is a DFT calculation (the ωB97M-V functional and the def2-TZVPD basis) of a molecular structure, C31H26Cl2HgN5O4.

Each line ends with the Löwdin spin population.
Element x y z (Å)
N (2.62, 0.14, 0.41)  0.000
C (0.30, -3.20, 0.93)  0.000
H (-0.05, -4.05, -2.36)  0.000
O (-0.83, 0.36, 2.26)  0.001
H (2.06, 2.77, -4.47)  0.000
H (1.45, -3.46, -1.60)  0.000
C (3.16, 1.35, 0.33)  0.000
H (2.88, 3.07, -2.91)  0.000
H (0.07, -2.38, -1.79)  0.000
C (-1.58, -5.25, 1.13)  0.000
N (-1.56, -0.37, -0.97)  0.226
C (0.37, 2.96, -1.51)  0.000
C (4.42, -0.67, 1.69)  0.000
H (2.05, 1.54, -3.18)  0.000
C (2.42, -2.17, 1.20)  0.000
C (4.40, 1.60, 0.91)  0.000
H (-1.49, -4.89, 3.25)  0.000
C (-0.18, -3.58, 2.19)  0.000
C (2.39, 2.43, -0.41)  0.000
C (-1.10, -4.86, -0.11)  0.001
C (-5.32, -0.77, -2.90)  0.071
C (-1.12, -4.60, 2.27)  0.000
H (-0.98, 0.75, -2.64)  0.003
O (3.01, 3.46, -0.70)  0.000
H (-1.93, 5.09, -3.80)  0.000
H (0.10, -1.78, 3.32)  0.000
C (-1.64, 4.26, -1.84)  0.001
C (0.73, 3.20, -2.84)  0.000
C (-3.81, -1.20, -0.96)  0.081
H (4.86, -1.50, 2.22)  0.000
H (-4.58, -1.77, -0.45)  0.003
C (-0.07, 1.00, 3.03)  0.000
H (-2.56, 4.66, -1.44)  0.000
H (-2.09, 3.83, 0.70)  0.000
H (-0.22, -3.22, 4.31)  0.000
H (0.18, 4.14, -4.68)  0.000
H (-0.40, 3.41, 1.11)  0.000
Cl (-2.40, 0.98, 4.64)  0.000
C (0.29, -2.85, 3.42)  0.000
Hg (0.32, 0.03, 0.16)  0.003
N (-6.35, -0.88, -3.43)  0.149
O (1.10, 1.35, 2.88)  0.000
C (-1.80, 0.19, -2.20)  0.081
H (-2.32, -6.04, 1.21)  0.000
C (-0.71, 1.49, 4.37)  0.000
C (3.19, -0.85, 1.08)  0.000
H (4.82, 2.59, 0.82)  0.000
Cl (0.30, 1.02, 5.77)  0.000
N (1.13, 2.11, -0.70)  0.000
H (-3.11, 0.57, -3.81)  0.003
C (-0.16, -3.84, -0.23)  0.000
N (1.16, -2.10, 0.79)  -0.001
H (1.37, -2.98, 3.55)  0.000
C (-4.08, -0.63, -2.25)  0.218
C (5.02, 0.57, 1.59)  0.000
C (0.36, -3.41, -1.58)  0.000
C (2.00, 2.61, -3.39)  0.000
H (-2.38, -1.48, 0.59)  0.003
O (3.04, -3.14, 1.66)  0.000
H (-0.72, 2.58, 4.36)  0.000
C (-2.59, -1.05, -0.38)  0.081
H (-1.51, 2.17, 0.56)  0.000
C (-2.99, 0.09, -2.85)  0.074
H (-1.46, -5.35, -1.01)  0.000
C (-1.28, 4.50, -3.16)  0.000
C (-0.83, 3.50, -1.00)  0.001
C (-0.10, 3.97, -3.65)  0.000
C (-1.23, 3.22, 0.42)  0.000
H (5.98, 0.74, 2.07)  0.000

HOMO level (spin up / spin down) in eV: -0.438 / -2.978
Multiplicity: 2
Total energy in hartree: -2845.62047
Energy above the lowest of the compared OMol25 structures with the same formula, charge and spin in kcal per mole: 0.0
F_max in eV/A: 0.4
<S²>: 0.76
Charge: -2
Gap between HOMO and LUMO (spin up / spin down) in eV: 4.85 / 7.38


Record 2
The following is a DFT calculation (the ωB97M-V functional and the def2-TZVPD basis) of a molecular structure, C31H27Cl2CoN9O4S.

Each line ends with the Löwdin spin population.
Element x y z (Å)
C (-0.40, 0.94, -3.87)  0.000
C (1.46, 2.49, 0.50)  0.000
H (1.85, 0.01, 5.05)  0.000
N (0.87, -2.28, -0.47)  -0.003
S (-3.60, -0.29, -0.89)  0.000
C (-0.61, -1.26, 3.46)  0.000
Co (0.82, -0.32, -0.23)  0.941
C (4.77, 0.00, 1.14)  -0.001
C (-0.63, 1.96, -2.95)  0.000
H (0.29, 0.66, 3.35)  0.000
C (-1.81, 2.69, -3.02)  0.000
C (-2.53, 1.38, -4.90)  0.000
Cl (2.34, 3.92, -1.64)  0.000
N (1.22, -0.51, 1.94)  0.036
C (-3.03, 0.74, 0.40)  0.000
H (-2.04, -4.12, 2.33)  0.000
H (0.69, -0.83, -4.28)  0.000
H (-3.37, -1.46, 5.41)  0.000
H (6.52, 0.59, 0.07)  0.000
O (0.88, 1.64, -0.23)  -0.003
C (-1.90, -3.22, 2.92)  0.000
H (-1.98, 3.48, -2.30)  0.000
N (-1.76, 0.66, 0.60)  -0.001
C (4.82, 0.45, -1.22)  -0.001
C (-2.76, 2.41, -3.99)  0.000
C (1.77, -0.68, 4.21)  0.002
H (-4.73, 1.99, 0.60)  0.000
C (2.47, -0.48, 2.13)  0.001
O (2.96, -0.50, 3.38)  0.000
C (3.41, -0.28, 1.01)  -0.001
Cl (-0.18, 4.54, -0.28)  0.000
N (2.80, -0.22, -0.17)  -0.003
H (2.38, 0.34, -5.46)  0.000
C (5.47, 0.36, 0.01)  -0.001
C (0.89, 0.15, -3.83)  0.003
C (1.34, -3.33, -0.25)  0.000
C (-0.79, -2.42, 2.71)  0.000
H (-3.68, 2.98, -4.04)  0.000
H (-0.08, -2.67, 1.93)  0.000
H (-2.27, -2.25, -2.48)  0.000
H (1.77, -1.72, 4.57)  0.000
H (-1.41, -0.02, 5.00)  0.000
H (-3.69, -3.52, 4.07)  0.000
C (2.08, 0.83, -4.54)  0.002
C (3.47, 0.14, -1.26)  -0.001
C (1.39, -5.60, 0.21)  0.000
C (0.60, -0.38, 3.26)  0.003
N (1.93, -4.42, -0.01)  0.000
H (-3.27, 1.15, -5.65)  0.000
H (0.09, 2.17, -2.17)  0.000
O (3.19, 0.69, -3.60)  0.000
N (1.39, -0.06, -2.47)  0.033
C (2.62, 0.25, -2.47)  0.001
H (-3.36, 2.39, 1.63)  0.000
H (2.00, 4.58, 0.59)  0.000
N (-1.15, -0.22, -0.26)  -0.005
C (-2.65, -1.73, 4.66)  0.000
H (1.92, 1.89, -4.71)  0.000
C (1.47, 3.91, -0.08)  0.000
H (-5.19, -0.06, 1.99)  0.000
H (-3.80, 0.31, 3.00)  0.000
C (-3.95, 1.56, 1.24)  0.000
H (-0.65, -2.10, -1.87)  0.000
C (-4.57, 0.75, 2.37)  0.000
H (-5.20, 1.39, 2.99)  0.000
C (-2.83, -2.89, 3.90)  0.000
H (5.23, -0.04, 2.12)  0.000
O (2.05, 2.34, 1.57)  -0.001
C (-1.97, -0.81, -1.09)  -0.001
H (-1.19, -0.16, -5.53)  0.000
N (-1.57, -1.69, -2.03)  0.000
N (0.98, -6.66, 0.42)  0.000
C (-1.55, -0.93, 4.43)  0.000
C (-1.36, 0.65, -4.83)  0.000
H (5.33, 0.76, -2.12)  0.000

HOMO level (spin up / spin down) in eV: -8.294 / -8.264
Multiplicity: 2
Total energy in hartree: -4692.72731
Energy above the lowest of the compared OMol25 structures with the same formula, charge and spin in kcal per mole: 0.0
F_max in eV/A: 0.5
<S²>: 0.75
Charge: 0
Gap between HOMO and LUMO (spin up / spin down) in eV: 7.82 / 7.80


Record 3
The following is a DFT calculation (the ωB97M-V functional and the def2-TZVPD basis) of a molecular structure, C31H27Cl2N2O5W in a non-equilibrium geometry.

Each line ends with the Löwdin spin population.
Element x y z (Å)
C (2.25, -0.70, -0.03)  0.020
C (1.14, 1.42, 3.30)  0.002
C (-2.26, -1.35, 0.70)  0.002
H (2.02, 2.39, 4.97)  0.000
Cl (1.26, -0.16, 4.00)  0.001
C (0.58, 1.53, 2.00)  0.011
H (-4.53, 1.75, -0.78)  0.000
H (-1.64, 1.02, 4.39)  0.000
O (0.15, 0.49, 1.40)  0.044
H (-3.74, 2.97, 0.22)  0.000
C (-2.89, 1.10, 1.87)  0.005
H (4.25, 0.91, 0.74)  0.000
O (-0.80, -0.52, -2.26)  0.049
C (4.23, -0.03, 1.28)  0.002
W (0.02, 0.12, -0.64)  1.618
H (-4.55, -1.48, -4.44)  0.000
N (2.14, 0.56, -0.59)  0.001
C (-3.59, -1.55, -4.96)  0.000
C (-2.16, -1.17, 2.08)  0.011
C (0.50, 2.85, 1.44)  0.007
C (1.59, 2.51, 3.98)  0.004
H (-0.92, -2.89, -0.01)  0.002
C (5.11, -1.51, 2.96)  0.003
H (5.83, -1.71, 3.74)  0.000
O (-2.61, -1.14, -4.01)  0.000
H (-2.43, -2.76, -0.92)  0.000
H (0.88, 4.95, 1.74)  0.000
C (-2.64, -0.26, -0.09)  0.000
H (-3.60, -0.89, -5.83)  0.000
C (-1.99, -2.70, 0.08)  0.006
C (-1.33, -1.15, -4.42)  0.004
H (2.50, -1.15, -5.27)  0.000
H (0.85, -1.86, -6.92)  0.000
Cl (2.08, 5.15, 4.31)  0.001
H (5.91, 0.44, 2.52)  0.000
C (-2.36, 0.24, 4.16)  0.000
C (1.50, 3.80, 3.41)  0.003
H (-3.42, -2.58, -5.27)  0.000
C (3.21, -2.19, 1.66)  0.003
H (2.97, -0.46, -2.85)  0.002
H (4.11, -3.40, 3.18)  0.000
C (-0.39, -0.73, -3.42)  -0.005
H (-1.86, -2.01, 2.70)  0.001
H (-2.42, -3.49, 0.69)  0.001
C (4.14, -2.46, 2.65)  0.000
C (3.25, -0.98, 0.97)  0.000
H (-0.25, 4.10, -0.15)  0.000
C (1.01, -0.70, -3.74)  0.015
H (-2.91, 2.30, -1.19)  0.000
O (1.31, -1.52, -0.29)  0.035
C (1.45, -1.16, -5.03)  0.009
C (0.53, -1.54, -5.94)  0.012
C (0.96, 3.97, 2.17)  0.000
H (-2.83, -0.42, -1.14)  0.000
O (-0.51, 2.19, -0.63)  0.040
C (-0.10, 3.06, 0.17)  0.016
H (2.43, -2.91, 1.42)  0.000
H (-3.17, 2.04, 2.34)  0.000
C (-3.00, 0.97, 0.50)  0.002
C (5.15, -0.30, 2.28)  0.000
N (1.53, 0.56, -1.88)  0.034
H (-3.32, 0.56, 4.56)  0.000
C (-2.47, 0.04, 2.67)  -0.001
C (-0.87, -1.52, -5.64)  0.009
C (1.90, -0.23, -2.78)  0.032
H (-1.56, -1.83, -6.41)  0.000
H (-2.06, -0.67, 4.66)  0.000
C (-3.57, 2.07, -0.36)  0.000

HOMO level (spin up / spin down) in eV: -10.024 / -11.016
Multiplicity: 3
Total energy in hartree: -2670.47809
Energy above the lowest of the compared OMol25 structures with the same formula, charge and spin in kcal per mole: 48.4
F_max in eV/A: 3.6
<S²>: 2.02
Charge: +1
Gap between HOMO and LUMO (spin up / spin down) in eV: 6.41 / 7.15


Record 4
The following is a DFT calculation (the ωB97M-V functional and the def2-TZVPD basis) of a molecular structure, C31H27Cl3IrN3O3PS in a non-equilibrium geometry.

Each line ends with the Mulliken charge.
Element x y z (Å)
H (2.56, 4.46, -2.05)  0.415
C (3.55, 1.14, 1.40)  -1.741
H (4.56, 1.00, 1.78)  0.572
C (-3.45, -3.29, 2.74)  -0.516
C (2.01, -0.56, -1.40)  0.628
C (-3.26, 0.58, 1.05)  -0.825
H (-4.73, -0.19, 3.06)  0.337
Cl (-3.12, -3.71, -1.84)  -0.140
C (3.03, -2.34, -3.26)  -0.737
H (3.59, 1.06, 0.31)  0.232
H (-0.72, 1.32, 1.78)  -0.181
C (2.63, 0.11, 2.02)  1.222
C (1.14, 2.02, -0.15)  1.351
C (2.20, -1.34, 3.92)  -0.770
C (1.07, -1.84, 3.29)  -0.784
C (3.64, -2.21, -2.02)  -0.924
H (2.36, 2.01, -1.91)  0.344
P (0.83, 0.22, -0.21)  1.192
Ir (-1.32, -0.25, -1.46)  2.868
C (2.00, 4.01, -1.25)  -0.931
H (4.50, -2.82, -1.77)  0.416
C (-1.65, -3.58, -2.85)  0.586
C (2.97, -0.38, 3.28)  -0.899
C (-2.38, 2.67, -1.37)  0.648
H (0.53, 1.98, 2.82)  0.276
C (0.21, 0.19, -2.87)  -2.418
H (3.23, 2.16, 1.63)  0.280
H (2.49, -1.69, 4.90)  0.374
H (3.87, -0.01, 3.76)  0.443
C (1.47, -0.37, 1.40)  0.962
N (-2.39, 4.00, -1.72)  -0.419
H (0.46, -2.60, 3.77)  0.518
C (1.91, -1.57, -3.58)  -0.548
Cl (-1.46, -5.08, -3.77)  -0.152
O (-2.07, -1.22, -3.23)  -0.581
S (-2.06, 1.53, -2.66)  -0.769
H (-2.88, 4.61, -1.08)  0.256
O (-1.62, -1.66, 0.11)  -0.559
N (-2.66, 2.37, -0.15)  -1.150
O (-1.64, -2.51, -4.99)  -0.688
H (-4.88, -2.42, 4.11)  0.385
C (-2.61, -3.08, 1.67)  -0.278
C (0.71, -1.36, 2.04)  -1.217
C (-3.30, -0.77, 1.58)  0.635
N (-2.55, 0.98, 0.07)  0.468
C (3.10, -1.34, -1.08)  -1.008
H (-0.91, 2.95, 2.41)  0.459
C (-4.14, -1.01, 2.67)  -0.683
H (0.20, 4.82, 1.50)  0.416
C (-0.18, 2.24, 2.02)  -1.439
H (-3.88, 1.33, 1.55)  0.230
H (1.40, -1.70, -4.53)  0.467
C (-1.78, -2.32, -3.79)  0.219
H (-0.16, -1.74, 1.54)  0.288
H (1.46, 5.88, -0.34)  0.375
C (0.68, 4.20, 0.74)  -0.757
H (3.40, -3.07, -3.97)  0.373
H (-2.45, 4.21, -2.70)  0.226
H (-2.00, -3.88, 1.25)  0.415
H (-0.21, 0.10, -3.86)  0.911
C (1.38, 4.80, -0.29)  -0.801
Cl (-0.23, -3.38, -1.81)  -0.089
C (1.87, 2.63, -1.17)  -0.702
H (-3.51, -4.28, 3.18)  0.407
H (0.43, 1.22, -2.61)  1.205
C (-4.23, -2.26, 3.26)  -0.773
H (3.53, -1.30, -0.08)  0.295
C (1.42, -0.66, -2.66)  0.167
C (-2.50, -1.81, 1.05)  -0.116
C (0.54, 2.82, 0.84)  0.732

HOMO level (spin up / spin down) in eV: -4.052 / -4.051
Multiplicity: 1
Total energy in hartree: -3812.02755
Energy above the lowest of the compared OMol25 structures with the same formula, charge and spin in kcal per mole: 67.6
F_max in eV/A: 1.9
Charge: -1
Gap between HOMO and LUMO (spin up / spin down) in eV: 6.60 / 6.60